Record 1
Computed, not measured: a 5-piece molecular cluster, C33H54F5N3O5S2 overall, with ωB97M-V with the def2-TZVPD basis set.

The geometry in XYZ format:
```
102
Properties=species:S:1:pos:R:3:forces:R:3:mulliken_charge:R:1
C 3.4682 0.5768 1.5720 -0.291 0.080 -0.101 -1.95
C 2.3836 1.1893 2.4170 -0.226 0.239 0.340 1.22
C 2.5799 2.4962 2.8777 -0.379 -0.008 0.113 -0.62
C 1.6180 3.1604 3.6261 0.015 -0.043 0.005 -0.60
C 0.4253 2.5306 3.9557 -0.051 -0.479 -0.281 -0.82
C 0.2112 1.2337 3.5078 0.582 0.293 -0.172 -0.35
C 1.1753 0.5630 2.7438 -0.224 -0.233 0.253 0.34
C 0.8080 -0.8324 2.2693 1.025 0.129 -0.666 -1.43
C 0.0016 -0.7364 0.9858 -1.546 1.202 0.438 1.34
N 0.7318 -0.2669 -0.2122 -0.073 -0.136 -0.002 0.05
C -0.3002 -0.4461 -1.2197 0.607 -1.172 0.842 -0.23
O -0.6639 0.3536 -2.0017 -0.277 0.755 -0.957 -0.51
C -0.8399 -1.8548 -0.9417 -0.078 0.024 0.281 -0.03
C -1.8987 -2.4298 -1.8390 0.047 0.398 -0.400 0.71
F -2.9553 -1.6032 -1.9758 -0.229 0.061 0.100 -0.26
F -2.3716 -3.5932 -1.3390 0.077 -0.243 0.107 -0.37
C -1.3540 -2.7128 -3.2980 -0.672 0.429 0.039 0.56
F -0.0450 -2.4567 -3.3655 0.340 -0.227 -0.120 -0.22
F -1.9515 -1.9254 -4.1861 -0.052 0.113 -0.041 -0.26
F -1.5819 -3.9672 -3.6596 0.252 -0.292 0.029 -0.28
C -1.0091 -1.8580 0.5983 1.093 -1.072 0.185 0.11
C -2.3994 -1.7515 1.2007 -0.195 0.725 -0.667 -1.63
C -3.1708 -0.4685 0.8438 -0.399 -0.002 0.585 -0.42
C -2.9610 0.6800 1.8349 -0.051 0.172 -0.764 0.37
S -4.3457 1.8627 1.7504 -0.119 0.062 0.180 -0.18
C -3.5030 3.4008 1.8131 0.168 0.089 0.246 0.16
S -4.0626 4.6435 2.6945 -0.140 0.055 -0.004 -0.24
N -2.3271 3.4959 1.0768 -0.025 -0.171 -0.391 0.25
C -2.0426 2.8639 -0.1338 0.657 0.069 0.176 -0.17
C -0.7736 3.2321 -0.4484 -0.645 -0.272 0.223 -0.69
N -0.2473 4.0621 0.5235 -0.244 0.000 0.101 -0.66
C -1.1968 4.2101 1.4041 0.440 0.136 -0.330 -0.41
H 4.4447 0.7592 2.0096 0.132 0.051 0.009 0.60
H 3.3622 -0.4917 1.4230 0.003 -0.139 0.058 0.19
H 3.4285 1.0409 0.5877 0.141 0.013 -0.130 0.31
H 3.4911 3.0213 2.6237 0.094 -0.047 -0.028 0.42
H 1.7909 4.1782 3.9461 0.068 0.052 0.008 0.39
H -0.3528 3.0194 4.5241 0.062 0.173 0.095 0.48
H -0.7167 0.7267 3.7306 -0.086 -0.056 0.109 0.41
H 1.7309 -1.3756 2.0656 -0.019 -0.334 0.085 0.54
H 0.2781 -1.3838 3.0410 -0.263 0.010 0.007 0.49
H -0.6611 0.1148 1.1705 0.073 0.039 0.007 -0.89
H 1.4633 -0.9419 -0.4387 0.205 0.157 0.029 -0.14
H 0.0449 -2.4710 -1.0826 0.002 -0.208 -0.226 0.58
H -0.6053 -2.8209 0.9269 -0.015 -0.037 0.104 0.30
H -2.3563 -1.8269 2.2867 0.190 -0.132 0.123 0.75
H -2.9753 -2.6011 0.8434 -0.054 -0.161 0.070 0.55
H -4.2322 -0.7109 0.8619 -0.088 -0.073 -0.074 0.66
H -2.9564 -0.1057 -0.1590 0.094 -0.046 -0.092 0.08
H -2.0921 1.2530 1.5322 0.176 -0.036 0.392 -0.97
H -2.8513 0.3416 2.8598 -0.084 -0.074 0.142 0.62
H -2.7309 2.2295 -0.6535 -0.259 0.052 -0.009 0.69
H -0.2734 2.9139 -1.3423 0.372 0.170 0.020 0.55
H -1.1322 4.8121 2.2913 -0.124 -0.025 0.142 0.47
C -5.9502 -2.8629 3.2896 0.173 0.020 -0.031 -1.02
C -6.2758 -1.4171 3.6350 -0.353 -0.299 -0.149 0.49
C -7.6291 -1.2980 4.3172 0.003 0.162 0.069 -1.44
O -6.2493 -0.6138 2.4548 0.227 0.077 0.047 -0.45
H -6.6931 -3.2666 2.5963 -0.064 0.002 0.060 0.33
H -4.9774 -2.9302 2.7994 0.013 0.012 0.038 0.08
H -5.9343 -3.4904 4.1817 -0.016 -0.009 -0.009 0.41
H -5.5010 -1.0148 4.2897 0.033 0.105 -0.079 0.26
H -8.4228 -1.6546 3.6550 0.030 -0.088 0.003 0.36
H -7.8459 -0.2565 4.5549 0.039 -0.003 0.022 0.35
H -7.6612 -1.8803 5.2390 -0.012 -0.015 -0.013 0.38
H -6.9268 -0.9442 1.8547 -0.031 0.009 0.010 0.29
C 3.1324 -3.6370 -3.1494 -0.027 -0.162 0.187 -1.16
C 3.8019 -2.4801 -2.4223 0.114 -0.066 -0.585 0.85
C 3.8237 -1.2244 -3.2809 -0.002 0.146 0.151 -1.35
O 5.1287 -2.8348 -2.0385 -0.280 0.017 0.205 -0.44
H 3.6786 -3.8895 -4.0620 0.009 0.102 -0.028 0.44
H 3.1226 -4.5290 -2.5212 -0.007 0.023 0.025 0.36
H 2.1071 -3.3945 -3.4227 0.006 0.003 -0.045 0.11
H 3.2663 -2.2760 -1.4915 0.108 -0.031 0.096 -0.21
H 4.3958 -1.3995 -4.1959 -0.065 -0.064 -0.034 0.44
H 4.3048 -0.4041 -2.7471 -0.035 -0.003 0.027 0.32
H 2.8148 -0.9142 -3.5594 0.007 -0.005 -0.028 0.35
H 5.6272 -3.0204 -2.8415 0.008 -0.004 -0.010 0.32
C 7.9293 -2.5059 -0.9547 0.061 0.087 0.163 -1.09
C 9.0130 -1.7000 -0.2540 0.144 -0.499 -0.165 0.41
C 10.3818 -1.9405 -0.8746 0.085 0.143 0.059 -1.28
O 9.0442 -2.0252 1.1357 -0.053 0.248 0.050 -0.55
H 8.1353 -3.5773 -0.8677 0.085 0.010 -0.062 0.30
H 6.9600 -2.3262 -0.5007 -0.043 0.059 -0.025 0.30
H 7.8706 -2.2482 -2.0133 0.006 0.000 -0.005 0.27
H 8.7704 -0.6381 -0.3102 -0.013 0.020 0.134 0.29
H 10.6608 -2.9941 -0.7852 -0.067 -0.028 -0.059 0.33
H 11.1447 -1.3567 -0.3587 -0.026 0.031 -0.015 0.33
H 10.3915 -1.6695 -1.9315 0.002 -0.024 -0.004 0.35
H 9.2564 -2.9612 1.2121 -0.007 -0.016 0.001 0.35
C -4.3267 3.4887 -3.9539 -0.051 -0.082 0.142 -1.27
C -3.4718 4.5907 -3.3453 0.087 -0.123 -0.453 0.53
C -3.2607 5.7351 -4.3249 0.045 0.132 0.103 -1.43
O -2.2144 4.0618 -2.9280 -0.108 0.075 0.011 -0.40
H -3.8354 3.0672 -4.8353 -0.006 0.071 -0.044 0.33
H -4.4681 2.6757 -3.2404 -0.016 0.030 0.021 0.26
H -5.3067 3.8646 -4.2516 0.005 -0.002 -0.019 0.40
H -3.9528 4.9686 -2.4415 0.096 -0.032 0.079 0.25
H -2.7377 5.3812 -5.2177 -0.070 -0.053 -0.027 0.36
H -2.6458 6.5143 -3.8740 -0.030 0.000 0.030 0.35
H -4.2105 6.1750 -4.6330 0.005 -0.010 -0.019 0.39
H -1.7645 3.7199 -3.7091 -0.014 0.003 -0.013 0.29
```
Positions in Å, forces in eV/Å.

Output
Energy relative to the best compared isomer or geometry (same formula, charge and spin) (kcal per mole): 0.00
Spin multiplicity: 1
HOMO energy (eV): -8.4
Structure (SMILES): Cc1ccccc1C[C@H]1NC(=O)[C@H](C(F)(F)C(F)(F)F)[C@@H]1CCCSC(=S)n1ccnc1.CC(C)O.CC(C)O.CC(C)O.CC(C)O
Maximum force (eV Å⁻¹): 2.0
Total charge: 0
Frontier orbital gap (eV): 8.154

=====

Record 2
Computed, not measured: C38H26N7P2PdSe3 as an isolated structure, with ωB97M-V with the def2-TZVPD basis set.

The geometry in XYZ format:
```
77
Properties=species:S:1:pos:R:3:forces:R:3:mulliken_charge:R:1
Pd -0.2263 -1.0148 -2.6749 -0.463 -0.252 0.833 -0.50
Se 7.3784 -0.1079 -4.0719 0.323 0.085 0.009 0.18
N 5.9072 0.7953 -4.5208 0.021 -0.030 -0.018 -0.86
C 4.8959 0.0402 -4.2051 -0.318 -0.057 0.027 0.82
C 3.4990 0.4286 -4.4248 0.307 -0.022 0.026 1.14
C 3.1570 1.6723 -4.9505 0.114 0.010 -0.014 -0.79
C 1.8283 1.9680 -5.1367 -0.096 0.021 -0.022 -0.58
C 0.8803 1.0097 -4.7877 -0.032 -0.028 0.020 -0.47
N 1.1901 -0.1680 -4.2623 0.293 0.039 -0.185 -0.81
C 2.4866 -0.4657 -4.0845 -0.023 -0.239 0.121 0.46
C 2.8127 -1.7872 -3.4728 -0.141 0.269 -0.111 -0.25
N 1.7873 -2.5719 -3.1519 0.047 0.027 -0.161 -0.38
C 2.0214 -3.7272 -2.5634 -0.062 -0.033 0.054 -0.56
C 3.3067 -4.1767 -2.2584 -0.045 -0.023 0.032 -0.55
C 4.3743 -3.3792 -2.5982 0.095 -0.003 -0.029 -0.79
C 4.1316 -2.1584 -3.2258 0.308 0.155 -0.013 0.95
C 5.2121 -1.2468 -3.6105 -0.362 -0.073 0.036 0.81
N 6.4746 -1.5159 -3.4540 0.048 0.006 -0.030 -0.86
H 3.9418 2.3752 -5.1992 -0.018 -0.015 0.006 0.49
H 1.5124 2.9209 -5.5394 -0.002 -0.023 0.000 0.41
H -0.1774 1.1953 -4.9227 -0.039 0.016 0.006 0.46
H 1.1398 -4.3095 -2.3110 0.019 0.005 -0.009 0.43
H 3.4484 -5.1244 -1.7562 0.000 0.010 -0.016 0.41
H 5.3959 -3.6675 -2.3852 -0.026 -0.002 0.000 0.48
Se -2.6072 -0.2565 3.4958 0.005 -0.118 -0.034 -0.26
P -0.7804 0.5755 2.8419 0.088 0.009 -0.149 0.96
C -0.9415 2.3840 2.6778 -0.045 0.104 0.039 0.16
C -0.5697 3.0592 1.5200 -0.001 0.049 0.053 -0.17
C -0.7694 4.4330 1.4232 0.022 -0.033 0.021 -0.63
C -1.3206 5.1367 2.4829 0.010 -0.027 -0.003 -0.47
C -1.6922 4.4652 3.6431 0.005 -0.053 -0.021 -0.73
C -1.5162 3.0934 3.7338 -0.006 0.035 -0.036 -0.55
C 0.5354 0.3122 4.0771 0.003 -0.144 -0.022 0.44
C 0.7216 -0.9926 4.5339 -0.019 0.067 0.050 -0.46
C 1.7145 -1.2729 5.4582 -0.002 0.037 -0.007 -0.66
C 2.5237 -0.2505 5.9428 -0.020 -0.055 -0.033 -0.49
C 2.3398 1.0462 5.4920 -0.043 0.032 -0.043 -0.63
C 1.3514 1.3277 4.5548 0.027 0.023 -0.018 -0.34
C -0.0146 0.0631 1.3029 0.207 0.007 0.128 0.09
C -0.3456 -0.4844 0.0545 -0.231 0.229 0.187 0.51
N 0.7746 -0.3733 -0.6929 0.102 0.114 -0.019 0.30
N 1.7388 0.1900 0.0259 -0.203 -0.011 0.095 -1.54
N 1.2869 0.4591 1.2338 -0.043 -0.113 -0.226 0.03
P -1.7619 -1.1435 -0.9718 0.447 0.353 -0.261 1.70
Se -2.0931 -2.5364 -2.7531 -0.386 -0.215 -0.262 -0.71
C -2.8655 0.3142 -1.1592 -0.057 -0.010 0.027 0.02
C -3.4132 0.6184 -2.4026 0.037 0.110 0.000 -0.65
C -4.2194 1.7391 -2.5615 0.036 -0.027 0.028 -0.70
C -4.4901 2.5680 -1.4792 0.028 -0.041 0.016 -0.50
C -3.9552 2.2661 -0.2341 0.032 -0.059 -0.023 -0.94
C -3.1501 1.1438 -0.0786 -0.034 -0.005 0.039 0.49
C -2.5834 -2.1679 0.3071 -0.015 -0.058 -0.017 0.19
C -3.9721 -2.2149 0.3928 0.034 -0.024 0.044 -0.44
C -4.5869 -3.0646 1.2999 0.040 -0.009 -0.012 -0.63
C -3.8209 -3.9013 2.1050 -0.027 0.059 -0.028 -0.43
C -2.4382 -3.8742 2.0061 0.014 0.075 -0.002 -0.63
C -1.8229 -3.0000 1.1200 0.012 -0.030 0.000 -0.22
H -0.1275 2.5155 0.6962 0.005 -0.010 -0.008 0.30
H -0.4880 4.9504 0.5140 -0.009 -0.018 0.013 0.40
H -1.4679 6.2076 2.4056 -0.003 -0.018 -0.002 0.37
H -2.1343 5.0088 4.4694 0.009 -0.011 -0.011 0.38
H -1.8462 2.5544 4.6146 0.016 0.012 -0.008 0.38
H 0.0696 -1.7794 4.1707 0.016 0.012 0.004 0.36
H 1.8559 -2.2889 5.8062 -0.003 0.009 -0.009 0.39
H 3.3007 -0.4686 6.6657 -0.019 -0.001 -0.001 0.36
H 2.9735 1.8437 5.8606 -0.013 0.000 -0.012 0.39
H 1.2288 2.3383 4.1874 0.000 -0.003 -0.003 0.33
H -3.1902 -0.0312 -3.2390 -0.015 -0.033 -0.025 0.29
H -4.6368 1.9657 -3.5362 0.010 -0.013 0.021 0.39
H -5.1194 3.4419 -1.6045 0.014 -0.015 -0.002 0.37
H -4.1624 2.8962 0.6233 0.017 -0.015 -0.014 0.50
H -2.7717 0.9030 0.9066 -0.025 -0.012 -0.006 0.16
H -4.5701 -1.5799 -0.2509 0.000 -0.014 0.014 0.35
H -5.6682 -3.0795 1.3771 0.028 0.006 -0.002 0.37
H -4.3029 -4.5648 2.8134 0.004 0.007 -0.017 0.36
H -1.8361 -4.5169 2.6378 -0.001 0.009 -0.021 0.37
H -0.7411 -2.9626 1.0574 0.002 -0.005 0.013 0.43
```
Positions in Å, forces in eV/Å.

Output
Energy relative to the best compared isomer or geometry (same formula, charge and spin) (kcal per mole): 6.65
Spin multiplicity: 1
HOMO energy (eV): -3.9
Maximum force (eV Å⁻¹): 1.0
Total charge: -1
Frontier orbital gap (eV): 5.152

=====

Record 3
Computed, not measured: a 2-piece molecular cluster, CH8N2S overall, with ωB97M-V with the def2-TZVPD basis set.

The geometry in XYZ format:
```
12
Properties=species:S:1:pos:R:3:forces:R:3:mulliken_charge:R:1
N -0.4775 -0.3663 1.9425 0.360 0.650 0.359 -0.57
C 0.6136 -1.2734 2.2292 -1.780 0.043 -0.275 -0.38
N 0.8120 -2.2309 1.1710 0.526 -0.764 -0.356 -0.58
H -0.0803 0.3284 1.3359 -0.611 0.310 -0.488 0.23
H -1.3101 -0.7722 1.5517 -0.027 -0.214 -0.168 0.22
H 0.3843 -1.7015 3.2011 0.499 -0.257 0.314 0.27
H 1.4513 -0.6270 2.2077 1.211 0.275 0.720 0.38
H 1.6143 -2.8145 1.3917 0.044 0.027 -0.144 0.22
H 0.0329 -2.8704 1.1038 -0.226 -0.050 0.026 0.22
S -0.5044 1.9775 -2.5699 -0.006 -0.125 0.131 -0.28
H -0.4723 0.9663 -1.6910 -0.097 0.072 0.085 0.12
H 0.3324 1.3059 -3.3610 0.107 0.032 -0.205 0.14
```
Positions in Å, forces in eV/Å.

Output
Energy relative to the best compared isomer or geometry (same formula, charge and spin) (kcal per mole): 8.87
Spin multiplicity: 1
HOMO energy (eV): -9.5
Structure (SMILES): NCN.S
Maximum force (eV Å⁻¹): 1.8
Total charge: 0
Frontier orbital gap (eV): 10.418